1.
The following is a quantum chemistry calculation of a cluster of 2 separate species, C6H5N2 in total in a non-equilibrium geometry, from the Open Molecules 2025 dataset.

## Properties
- HOMO level: -15.9 eV
- Kohn-Sham gap: 8.564 eV
- Multiplicity: 1
- Charge: +1

```
13
Properties=species:S:1:pos:R:3:forces:R:3
C -3.027420 0.153443 -0.208665 7.235 -0.603 0.844
C 1.673210 -0.666941 -0.241343 1.038 -0.576 -0.224
C 1.290200 0.583856 -0.088696 1.204 3.211 0.256
C 0.626724 -1.545737 0.011301 4.111 -1.085 0.020
C -0.965299 -0.089104 0.063516 -5.027 1.011 -0.695
C -0.059618 1.107006 0.074751 -1.612 -0.290 2.020
N -4.140042 0.353856 -0.267043 -2.387 0.367 -0.188
N -0.618098 -1.286765 -0.025857 -3.126 0.593 0.133
H 2.749601 -0.922190 -0.107534 -1.147 -0.152 -0.548
H 2.094854 1.271416 0.143646 -0.089 0.419 -0.178
H 1.048845 -2.425415 0.383360 -0.569 -2.155 0.664
H -0.125000 1.823619 1.002745 -0.082 -1.331 -1.640
H -0.547960 1.642956 -0.740185 0.451 0.591 -0.463
```
Forces are in eV/Å.

Here are the Löwdin charges for atoms 1 to 6, given in e: -0.0653 0.0146 0.0081 -0.0053 -0.0057 -0.0611



2.
The following is a quantum chemistry calculation of a cluster of 2 separate species, C6H5N2 in total in a non-equilibrium geometry, from the Open Molecules 2025 dataset.

## Properties
- HOMO level (alpha / beta): -13.0 / -13.2 eV
- Kohn-Sham gap (alpha / beta): 6.391 / 6.800 eV
- Multiplicity: 1
- Charge: +1

```
13
Properties=species:S:1:pos:R:3:forces:R:3
C 2.398149 -0.332874 0.240677 -0.560 -2.667 0.160
C -3.670940 -0.281554 0.074017 0.089 -0.016 0.024
C 1.886417 0.979148 0.117686 0.235 1.203 -0.189
C 0.350493 0.884137 -0.097291 -0.996 -0.420 -0.457
C 0.449915 -1.494718 -0.248314 -1.838 -0.769 -0.119
C -0.213265 -0.308761 -0.174718 1.091 0.493 0.122
N -2.543803 -0.283834 0.245766 0.162 0.081 0.067
N 1.760171 -1.373977 0.074567 2.438 1.975 0.560
H -4.720279 -0.280246 -0.072786 -0.427 -0.006 -0.062
H 1.960186 1.422973 1.127620 -0.094 -0.033 -0.039
H 2.414881 1.698749 -0.516707 -0.029 -0.102 -0.094
H -0.163787 1.826399 -0.187889 -0.082 0.235 0.310
H 0.091862 -2.455443 -0.582631 0.012 0.026 -0.283
```
Forces are in eV/Å.

Here are the Löwdin charges for atoms 1 to 6, given in e: 0.0516 0.0403 -0.0983 0.0414 -0.0244 0.0313